DFT (ωB97M-V with the def2-TZVPD basis set) results for 2 unconnected molecules or ions with the total composition C26H47N3O7 in a non-equilibrium geometry.

Computed properties:
Structure (SMILES)   CCOC(=O)CCC[C@H](OCCCCNCc1ccccc1O)[C@@H](N)CCCCCOC.C[N+](=O)[O-]
Total energy   -1709.60128 hartree
Strongest force on any atom   0.0452 Eh/bohr
Net charge   0
HOMO   -0.3253 hartree
Energy above the lowest of the compared OMol25 structures with the same formula, charge and spin   5.0876 eV
E_LUMO   0.3 eV

Each line ends with the Löwdin charge.
CARTESIAN COORDINATES (ANGSTROEM)
C: 1.02 -4.43 1.75  -0.06
C: 0.34 -4.43 0.33  -0.20
O: 1.37 -4.69 -0.66  -0.08
C: 1.05 -4.14 -1.89  -0.47
O: 0.13 -4.48 -2.57  0.12
C: 1.99 -2.96 -2.37  -0.07
C: 2.01 -1.91 -1.20  -0.17
C: 0.64 -1.13 -1.14  -0.12
C: 0.70 -0.20 0.15  -0.30
O: 0.92 -0.94 1.35  -0.14
C: 1.85 -0.30 2.23  -0.19
C: 1.18 0.76 3.21  -0.15
C: 1.75 2.23 3.06  -0.17
C: 0.59 3.33 3.05  -0.22
N: 0.36 3.85 1.69  -0.10
C: 1.22 5.02 1.37  -0.16
C: 1.67 4.89 -0.14  -0.11
C: 1.95 3.57 -0.70  -0.04
C: 2.34 3.40 -2.09  -0.08
C: 2.46 4.58 -2.93  -0.08
C: 2.18 5.89 -2.38  -0.02
C: 1.78 6.06 -1.00  -0.25
O: 1.50 7.32 -0.42  -0.01
C: -0.59 0.71 0.27  -0.34
N: -0.91 1.44 -0.99  0.05
C: -1.89 -0.11 0.70  -0.12
C: -3.09 0.95 0.67  -0.20
C: -4.15 0.72 1.82  -0.20
C: -5.26 -0.35 1.51  -0.16
C: -5.74 -0.41 0.02  -0.24
O: -7.18 -0.61 -0.02  -0.21
C: -7.53 -0.48 -1.42  -0.13
H: 0.56 -3.65 2.42  0.07
H: 2.09 -4.11 1.60  0.08
H: 1.00 -5.46 2.19  0.07
H: -0.51 -5.15 0.25  0.13
H: -0.09 -3.40 0.18  0.10
H: 1.59 -2.46 -3.28  0.12
H: 3.03 -3.32 -2.59  0.12
H: 2.26 -2.40 -0.22  0.11
H: 2.82 -1.14 -1.35  0.12
H: -0.26 -1.79 -1.15  0.11
H: 0.62 -0.45 -2.04  0.12
H: 1.57 0.50 -0.05  0.13
H: 2.74 0.14 1.71  0.12
H: 2.25 -1.12 2.89  0.12
H: 1.39 0.44 4.27  0.11
H: 0.07 0.72 3.08  0.10
H: 2.44 2.45 3.91  0.10
H: 2.38 2.31 2.12  0.09
H: -0.35 2.79 3.36  0.11
H: 0.79 4.15 3.79  0.11
H: -0.60 4.15 1.55  0.11
H: 2.10 5.12 2.05  0.13
H: 0.56 5.94 1.40  0.12
H: 1.86 2.72 0.01  0.07
H: 2.55 2.40 -2.51  0.09
H: 2.77 4.50 -4.00  0.10
H: 2.26 6.80 -3.02  0.11
H: 2.18 7.41 0.27  0.11
H: -0.43 1.46 1.10  0.11
H: -0.01 1.68 -1.41  0.05
H: -1.34 0.78 -1.64  0.08
H: -1.73 -0.46 1.75  0.11
H: -2.06 -0.95 -0.02  0.11
H: -2.59 1.94 0.90  0.10
H: -3.52 1.05 -0.35  0.09
H: -4.56 1.71 2.15  0.11
H: -3.57 0.33 2.71  0.10
H: -4.99 -1.39 1.87  0.11
H: -6.16 -0.07 2.12  0.11
H: -5.54 0.52 -0.57  0.11
H: -5.27 -1.32 -0.44  0.13
H: -8.45 -1.06 -1.66  0.09
H: -7.62 0.60 -1.73  0.09
H: -6.70 -0.91 -2.05  0.09
C: 3.63 -6.58 -3.00  0.05
N: 5.09 -6.31 -2.94  -0.45
O: 5.84 -7.26 -3.03  0.07
O: 5.42 -5.14 -2.81  0.05
H: 3.47 -7.65 -3.12  0.10
H: 3.19 -6.23 -2.07  0.09
H: 3.22 -6.04 -3.85  0.10

***

DFT (ωB97M-V with the def2-TZVPD basis set) results for 2 unconnected molecules or ions with the total composition C4H16N6 in a non-equilibrium geometry.

Computed properties:
Total energy   -490.02991 hartree
Strongest force on any atom   0.0309 Eh/bohr
Net charge   +2
HOMO   -0.6464 hartree
Energy above the lowest of the compared OMol25 structures with the same formula, charge and spin   0.4638 eV
E_LUMO   -5.9 eV

Each line ends with the natural charge from an NBO analysis.
CARTESIAN COORDINATES (ANGSTROEM)
C: -0.80 -2.41 0.75  -0.43
C: 1.61 -2.24 0.18  0.68
N: 0.59 -2.00 0.99  -0.54
N: 1.43 -2.85 -0.98  -0.75
N: 2.83 -1.71 0.46  -0.77
H: 0.84 -1.72 1.93  0.42
H: 0.53 -3.28 -1.16  0.42
H: 2.02 -2.76 -1.79  0.44
H: 3.12 -1.78 1.42  0.43
H: 3.54 -1.88 -0.23  0.42
H: -0.88 -3.48 0.96  0.23
H: -1.06 -2.34 -0.30  0.21
H: -1.45 -1.85 1.41  0.24
C: 0.62 2.71 0.54  -0.42
C: -1.57 2.11 -0.59  0.68
N: -0.65 1.95 0.38  -0.56
N: -1.14 2.38 -1.81  -0.73
N: -2.87 2.04 -0.28  -0.79
H: -1.02 1.74 1.27  0.41
H: -0.15 2.40 -1.97  0.42
H: -1.71 2.52 -2.63  0.45
H: -3.10 2.37 0.64  0.43
H: -3.49 1.42 -0.77  0.44
H: 0.43 3.63 1.09  0.24
H: 1.00 3.05 -0.42  0.21
H: 1.33 2.00 0.92  0.23

***

DFT (ωB97M-V with the def2-TZVPD basis set) results for a single C6H8O2S2 molecule in a non-equilibrium geometry.

Computed properties:
Total energy   -1180.10924 hartree
Strongest force on any atom   0.1104 Eh/bohr
Net charge   0
HOMO   -0.3385 hartree
Energy above the lowest of the compared OMol25 structures with the same formula, charge and spin   2.1586 eV
E_LUMO   0.5 eV

Each line ends with the natural charge from an NBO analysis.
CARTESIAN COORDINATES (ANGSTROEM)
C: 1.55 1.70 0.60  -0.21
C: 0.76 1.25 1.58  -0.36
C: -0.04 -0.66 -0.06  -0.50
C: -1.21 -1.30 -0.15  -0.12
C: 2.16 0.75 -0.31  -0.62
C: -2.27 -1.32 -1.25  -0.62
O: -0.21 -1.05 2.68  -0.95
O: -0.22 1.32 -1.76  -0.94
S: 0.80 -0.66 1.75  1.23
S: 0.68 0.20 -1.47  1.26
H: 1.58 2.85 0.37  0.24
H: 0.05 1.63 2.27  0.24
H: -1.70 -1.84 0.65  0.22
H: 2.98 1.18 -0.96  0.25
H: 2.47 -0.06 0.30  0.22
H: -3.02 -0.77 -0.82  0.23
H: -2.63 -2.24 -1.27  0.21
H: -1.75 -0.98 -2.15  0.22

***

DFT (ωB97M-V with the def2-TZVPD basis set) results for a molecular structure, C15H23BN6PtSi in a non-equilibrium geometry.

Computed properties:
Total energy   -1347.51147 hartree
Strongest force on any atom   0.1045 Eh/bohr
Net charge   0
Multiplicity   3
HOMO (spin up / spin down)   -0.2864 / -0.3189 hartree
Energy above the lowest of the compared OMol25 structures with the same formula, charge and spin   0.2490 eV
⟨S²⟩   2.049
E_LUMO (spin up / spin down)   0.7 / -1.6 eV

Each line ends with the Löwdin spin population.
CARTESIAN COORDINATES (ANGSTROEM)
H: 0.04 2.83 0.35  0.00
N: 0.36 1.72 -1.39  0.13
B: 0.85 0.87 -3.73  0.00
N: 0.72 1.99 -2.67  0.02
C: 0.73 3.34 -2.84  0.00
Pt: 0.07 0.01 -0.42  1.09
H: 0.87 3.77 -3.83  0.00
C: 0.48 3.93 -1.61  0.00
H: 0.42 4.97 -1.37  0.00
C: 0.28 2.88 -0.70  0.00
H: 1.38 1.24 -4.73  0.00
C: -2.08 -2.82 1.03  0.00
H: -2.44 -3.03 2.04  0.00
H: -1.10 -3.32 0.87  0.00
H: -2.80 -3.12 0.26  0.00
N: -0.57 0.32 -3.95  0.00
N: 1.65 -0.24 -3.02  0.01
N: -1.23 -0.15 -2.81  0.04
N: 1.42 -0.66 -1.74  0.11
C: -1.34 0.17 -5.06  0.00
C: 2.62 -1.02 -3.56  0.00
H: -1.00 0.48 -6.04  0.00
H: 2.91 -0.92 -4.60  0.00
C: -2.53 -0.43 -4.65  0.00
C: 3.07 -1.88 -2.57  0.00
C: -2.40 -0.60 -3.25  0.00
C: 2.31 -1.63 -1.43  0.01
H: -3.36 -0.72 -5.27  0.00
H: 3.85 -2.63 -2.65  0.00
H: -3.09 -1.04 -2.54  0.00
H: 2.30 -2.08 -0.44  0.00
H: -1.87 -1.74 0.94  0.00
C: -1.55 0.89 5.16  0.01
Si: -0.05 -0.03 4.47  0.06
C: 1.50 0.87 5.09  0.01
C: -0.01 -1.79 5.18  0.01
C: -0.12 -0.23 2.63  0.40
C: -0.14 -0.14 1.37  0.07
H: -1.50 0.86 6.25  0.00
H: -2.48 0.41 4.82  0.00
H: -1.57 1.94 4.82  0.00
H: 1.45 0.84 6.19  0.00
H: 2.41 0.37 4.75  0.00
H: 1.53 1.92 4.75  0.00
H: -0.88 -2.35 4.83  0.00
H: 0.90 -2.31 4.82  0.00
H: 0.00 -1.72 6.27  0.00

***

Look up the total energy of the fourth one.
-1347.51147 hartree

***

Among the records above, which one has the highest energy above the lowest of the compared OMol25 structures with the same formula, charge and spin?
C26H47N3O7